7
Properties=species:S:1:pos:R:3:forces:R:3 method="wB97M-V/def2-TZVPD" e_lumo_ev=-0.3850 molar_mass_da=179.0 de_lowest_kcal_mol=33.5 gap_ev=10.0 homo_energy_ha=-0.3812
F -0.15058 1.17779 -1.25922 -0.55 1.07 -0.17
Br 2.30351 -0.38749 1.86306 0.28 -0.66 0.32
O 0.95700 2.12782 1.11385 -0.10 1.37 0.66
S 1.77055 1.17432 0.41841 -1.76 -1.14 -0.43
C 0.41562 0.16857 -0.59132 1.36 0.18 -1.80
F 1.28435 -0.39401 -1.49691 -0.19 -0.76 0.10
H -0.44005 -0.51921 -0.44213 0.97 -0.07 1.33